{"formula": "C41H31ClCoN5O3P", "method": "the ωB97M-V functional and the def2-TZVPD basis", "lumo_energy_ev": [-3.684, -5.829], "homo_lumo_gap_ev": [6.68, 5.00], "energy_ha": -4264.6334, "homo_ev": [-10.4, -10.8], "total_charge": 1, "s2": 6.0635, "de_lowest_kcal_mol": 0.0, "multiplicity": 5, "symbols": ["Co", "Cl", "C", "C", "C", "C", "O", "C", "C", "N", "C", "C", "C", "C", "C", "C", "C", "C", "N", "C", "C", "H", "H", "H", "H", "H", "H", "H", "H", "H", "H", "O", "C", "O", "C", "P", "C", "C", "C", "C", "C", "C", "C", "C", "C", "C", "C", "C", "H", "H", "H", "H", "H", "H", "H", "H", "H", "H", "H", "H", "C", "C", "N", "C", "C", "C", "C", "C", "C", "C", "C", "N", "C", "N", "H", "H", "H", "H", "H", "H", "H", "H", "H"], "xyz": [[-0.27895, 0.56516, -0.18072], [-0.02926, -5.01130, 4.50992], [0.03503, -3.53612, 3.63811], [0.98553, -2.55900, 4.00465], [1.03471, -1.38099, 3.32699], [0.15352, -1.10638, 2.23204], [0.23563, 0.00909, 1.64930], [-0.79772, -2.13738, 1.85872], [-1.67813, -2.00778, 0.73091], [-1.71761, -0.97328, -0.02230], [-2.61496, -0.83810, -1.08116], [-3.27136, -1.83802, -1.76062], [-4.19199, -1.51540, -2.77069], [-4.48525, -0.21367, -3.07680], [-3.83656, 0.84006, -2.39380], [-4.12390, 2.20767, -2.59395], [-3.50087, 3.14156, -1.81387], [-2.51744, 2.72448, -0.90242], [-2.16090, 1.46837, -0.74832], [-2.86225, 0.51768, -1.42764], [-0.83557, -3.32374, 2.58688], [1.66630, -2.75491, 4.82161], [1.74834, -0.61195, 3.59147], [-2.33547, -2.85735, 0.53646], [-3.07352, -2.87831, -1.53655], [-4.68662, -2.31880, -3.29973], [-5.21978, 0.02604, -3.83499], [-4.84681, 2.49738, -3.34618], [-3.72666, 4.19465, -1.90039], [-2.00484, 3.45051, -0.28715], [-1.54045, -4.09700, 2.30609], [3.50283, 0.49514, -0.50047], [2.49040, 1.15927, -0.46994], [1.38617, 0.88602, -1.11787], [2.37547, 2.42921, 0.39401], [0.58969, 2.86460, 0.37093], [0.31884, 3.86112, 1.87778], [-0.49137, 4.99510, 1.92862], [-0.70445, 5.65448, 3.13056], [-0.14112, 5.17557, 4.30288], [0.62477, 4.01862, 4.27199], [0.84913, 3.36592, 3.07161], [0.53466, 4.01276, -1.05735], [0.22740, 3.51083, -2.32280], [0.24394, 4.33896, -3.43358], [0.54800, 5.68556, -3.29356], [0.85701, 6.19348, -2.04127], [0.86430, 5.36226, -0.93022], [2.96245, 3.23484, -0.04755], [2.76930, 2.24026, 1.38965], [-0.96126, 5.37546, 1.02990], [-1.30934, 6.55180, 3.15449], [-0.30522, 5.69287, 5.23856], [1.04711, 3.62458, 5.18734], [1.43119, 2.45295, 3.06087], [-0.00271, 2.46144, -2.44266], [0.02741, 3.93086, -4.41263], [0.55729, 6.32989, -4.16278], [1.10377, 7.24151, -1.92957], [1.14573, 5.76507, 0.03330], [2.18308, -1.95765, -3.30861], [1.02323, -1.42906, -2.77661], [0.61648, -1.68593, -1.53032], [1.34761, -2.51207, -0.80305], [2.53424, -3.09592, -1.23137], [2.96643, -2.77541, -2.51136], [3.35771, -3.92159, -0.33494], [3.01666, -4.93591, 0.47242], [1.73161, -5.63124, 0.63197], [1.65747, -6.72947, 1.49353], [0.44305, -7.38301, 1.60143], [-0.62840, -7.00335, 0.91124], [-0.46355, -5.95727, 0.11515], [0.64283, -5.24895, -0.04627], [2.48381, -1.71127, -4.31684], [0.39450, -0.76896, -3.36176], [1.00030, -2.73341, 0.19193], [3.90693, -3.16813, -2.87814], [4.40649, -3.63851, -0.33365], [3.80913, -5.37347, 1.06943], [2.52165, -7.05352, 2.05746], [0.31332, -8.23839, 2.25456], [-1.32819, -5.64110, -0.46228]], "forces_ev_per_angstrom": [[-0.08, 0.50, -0.46], [0.01, 0.20, -0.11], [0.16, -0.23, 0.30], [0.11, 0.14, 0.00], [0.18, -0.08, 0.36], [-0.14, 0.44, -0.19], [0.41, -0.60, 0.65], [0.29, -0.46, 0.29], [-0.46, 0.15, -0.47], [0.31, -0.46, 0.45], [-0.42, -0.08, -0.40], [0.26, 0.09, 0.21], [-0.15, 0.00, -0.15], [0.03, -0.04, 0.02], [0.13, -0.18, 0.11], [0.07, 0.14, 0.08], [-0.16, -0.02, -0.11], [0.10, -0.17, 0.06], [-0.22, 0.05, -0.15], [-0.18, 0.07, -0.12], [-0.26, 0.33, -0.56], [-0.03, -0.04, 0.01], [-0.01, 0.00, -0.04], [-0.09, 0.05, 0.10], [0.01, 0.00, -0.01], [0.00, 0.02, -0.01], [0.00, -0.03, 0.00], [-0.03, 0.01, 0.03], [0.00, 0.00, -0.01], [0.10, 0.05, -0.07], [0.02, -0.02, 0.05], [-0.11, 0.14, -0.07], [0.11, 0.04, 0.29], [0.17, -0.20, -0.24], [-0.11, -0.20, -0.13], [0.09, 0.27, 0.21], [-0.01, -0.01, -0.04], [-0.01, -0.07, -0.03], [-0.05, 0.05, 0.06], [0.02, -0.04, -0.01], [-0.02, 0.00, 0.04], [-0.03, 0.03, -0.06], [-0.01, 0.07, 0.17], [-0.05, 0.02, 0.08], [-0.01, 0.03, -0.04], [-0.01, -0.06, -0.03], [0.03, 0.08, 0.03], [0.05, -0.05, -0.09], [0.05, -0.03, -0.01], [-0.03, -0.02, 0.03], [0.06, 0.04, -0.02], [-0.03, -0.02, -0.03], [0.00, 0.01, -0.01], [0.02, 0.00, -0.01], [0.04, 0.02, 0.04], [0.04, -0.04, -0.02], [-0.02, 0.00, 0.01], [0.00, 0.02, 0.02], [0.02, -0.01, 0.01], [-0.01, 0.02, 0.01], [-0.05, 0.06, -0.02], [0.02, -0.13, -0.03], [-0.21, 0.02, -0.11], [0.09, 0.04, -0.07], [-0.05, 0.05, -0.10], [0.06, -0.05, 0.11], [-0.01, -0.14, 0.15], [0.05, 0.18, -0.12], [-0.21, -0.17, 0.16], [0.02, 0.05, -0.03], [0.10, 0.07, -0.03], [-0.28, -0.09, 0.02], [0.17, 0.02, 0.10], [0.07, 0.20, -0.21], [-0.01, 0.01, -0.01], [0.04, 0.06, 0.00], [-0.07, 0.02, 0.21], [-0.01, 0.00, -0.03], [0.02, -0.07, 0.02], [0.04, 0.03, -0.03], [-0.01, -0.03, -0.02], [0.06, 0.01, 0.02], [0.01, -0.03, 0.00]]}